Below is a cluster of 8 separate species, C32H44F12O20 in total in a non-equilibrium geometry, with properties calculated with ωB97M-V/def2-TZVPD.

Output
Multiplicity: 1
F_max (eV Å⁻¹): 5.2
Electronic energy (eV): -107456.5757
HOMO-LUMO gap (eV): 10.7
SMILES string: CCOC(=O)C(F)(F)F.CCOC(=O)C(F)(F)F.CCOC(=O)C(F)(F)F.CCOC(=O)C(F)(F)F.C[C@H]1COC(=O)O1.C[C@H]1COC(=O)O1.C[C@H]1COC(=O)O1.C[C@H]1COC(=O)O1
HOMO level (eV): -10.5
ΔE to the lowest compared entry with this formula, charge and spin (eV): 2.977
LUMO energy (eV): 0.21

Last column: Mulliken charge in e.
CARTESIAN COORDINATES (ANGSTROEM)
C -0.3326 -1.1544 0.0701  -1.064
C 0.5400 -1.0106 -1.2053  -0.191
O 1.6377 -1.8921 -0.9491  -0.245
C 2.6798 -1.5222 -0.2712  0.432
O 2.9588 -0.3658 0.0302  -0.580
C 3.5037 -2.7186 0.3379  0.832
F 4.7781 -2.3438 0.5178  -0.238
F 2.9416 -2.9843 1.5453  -0.250
F 3.4518 -3.8826 -0.3329  -0.210
H -1.3405 -0.7416 0.0279  0.417
H 0.2311 -0.7529 0.9122  0.316
H -0.5049 -2.2064 0.2975  0.234
H 0.8378 0.0062 -1.4612  0.315
H 0.0139 -1.3802 -2.0855  0.231
C -3.7826 -7.0332 -2.4323  -1.108
C -3.3738 -5.7344 -1.7153  -0.216
O -2.7843 -6.1224 -0.4232  -0.266
C -1.4803 -6.3967 -0.3039  0.464
O -0.6908 -6.3602 -1.2796  -0.590
C -1.1521 -6.7969 1.1389  0.815
F -2.3002 -6.9664 1.8036  -0.243
F -0.3996 -7.8977 1.2206  -0.246
F -0.5128 -5.7956 1.6837  -0.219
H -4.3294 -7.6606 -1.7284  0.315
H -2.9136 -7.5614 -2.8247  0.292
H -4.5628 -6.8075 -3.1592  0.397
H -4.2631 -5.1133 -1.6075  0.330
H -2.7274 -5.0526 -2.2680  0.275
C 4.9037 -4.7933 -5.8926  -1.157
C 3.8931 -4.5240 -4.7346  -0.158
O 2.7196 -4.1269 -5.4424  -0.297
C 1.7966 -5.1013 -5.8825  0.363
O 1.9893 -6.3406 -5.9583  -0.526
C 0.3885 -4.5368 -6.2348  0.870
F 0.0533 -3.5704 -5.4102  -0.235
F 0.4701 -3.9740 -7.4444  -0.261
F -0.5734 -5.4431 -6.2344  -0.229
H 5.0709 -3.9745 -6.5924  0.306
H 4.6599 -5.7700 -6.3105  0.318
H 5.8791 -4.8708 -5.4124  0.385
H 4.2508 -3.7625 -4.0417  0.329
H 3.7771 -5.4546 -4.1789  0.291
C 2.2406 4.6307 2.5661  -1.184
C 2.1922 6.0621 1.9869  -0.223
O 2.8707 6.9081 2.8696  -0.213
C 2.4200 8.1014 3.0599  0.471
O 1.4588 8.6124 2.4453  -0.583
C 3.2306 8.9382 4.1041  0.819
F 3.8192 9.9601 3.4461  -0.231
F 2.4405 9.4225 5.0271  -0.235
F 4.1415 8.1110 4.7207  -0.246
H 3.2424 4.2258 2.7092  0.312
H 1.7425 3.9235 1.9029  0.394
H 1.7290 4.5667 3.5264  0.313
H 1.1371 6.3053 1.8615  0.326
H 2.6748 6.1778 1.0164  0.281
C 0.2300 -1.3751 9.3421  -1.493
C 0.8679 -0.7261 8.1258  0.484
C 1.3328 -1.8084 7.1129  -0.448
O 0.8562 -1.3359 5.8349  -0.250
C -0.0619 -0.3924 6.0637  0.640
O -0.7008 0.1888 5.1716  -0.590
O -0.1356 -0.0701 7.3949  -0.349
H 0.9771 -1.9272 9.9122  0.383
H -0.6389 -1.9927 9.1145  0.375
H -0.2025 -0.6286 10.0082  0.357
H 1.5972 0.0242 8.4314  0.277
H 0.8636 -2.7379 7.4355  0.299
H 2.4172 -1.9185 7.1008  0.311
C -2.7415 6.4604 -1.4058  -1.430
C -2.6344 4.9293 -1.6493  0.463
C -3.9010 4.3668 -2.3190  -0.372
O -3.3639 3.5051 -3.2528  -0.317
C -2.0365 3.6682 -3.3394  0.639
O -1.3315 2.9861 -4.0574  -0.572
O -1.5512 4.6288 -2.5037  -0.296
H -1.8077 6.8002 -0.9577  0.325
H -3.5307 6.8542 -0.7654  0.365
H -2.7323 6.9992 -2.3532  0.374
H -2.4211 4.4437 -0.6971  0.246
H -4.4700 5.1356 -2.8418  0.283
H -4.5944 3.8565 -1.6504  0.292
C -5.1172 -2.3627 4.3114  -1.311
C -6.4226 -2.2106 3.4804  0.390
C -7.3117 -1.0616 3.8166  -0.441
O -7.3516 -0.2442 2.6614  -0.352
C -6.5369 -0.7863 1.6910  0.644
O -6.3279 -0.3231 0.5997  -0.541
O -5.9824 -1.9197 2.1656  -0.308
H -4.4321 -2.9557 3.7055  0.315
H -5.3491 -2.9131 5.2232  0.366
H -4.6190 -1.4132 4.5069  0.374
H -7.0217 -3.1121 3.3528  0.315
H -6.8623 -0.3772 4.5362  0.261
H -8.3108 -1.3431 4.1493  0.288
C 4.1103 3.4302 -3.5739  -1.407
C 4.4472 4.3460 -4.7865  0.450
C 3.9669 3.8947 -6.1342  -0.362
O 3.2332 5.0030 -6.7136  -0.323
C 3.0452 5.8802 -5.6894  0.637
O 2.1907 6.7726 -5.7232  -0.569
O 3.7439 5.5494 -4.6030  -0.333
H 4.7709 2.5660 -3.6435  0.384
H 3.0717 3.1036 -3.5213  0.353
H 4.3751 3.9235 -2.6387  0.336
H 5.5276 4.4886 -4.8053  0.261
H 3.2674 3.0771 -5.9597  0.262
H 4.8668 3.5994 -6.6737  0.314



Below is a structure of composition C32H44MnNO5Si in a non-equilibrium geometry, with properties calculated with ωB97M-V/def2-TZVPD.

Output
Multiplicity: 5
F_max (eV Å⁻¹): 6.1
Electronic energy (eV): -84818.7677
HOMO-LUMO gap (alpha / beta) (eV): 2.8 / 3.4
HOMO level (alpha / beta) (eV): 0.8 / 0.1
Charge: -2
LUMO energy (alpha / beta) (eV): 3.52 / 3.52

Last column: Mulliken spin population.
CARTESIAN COORDINATES (ANGSTROEM)
C -3.5487 3.6858 -1.2016  -0.018
C -2.0150 3.4300 -1.2821  0.006
C -4.2262 2.3174 -1.1463  0.087
C -3.2120 1.3045 -1.6165  0.069
H -5.0581 2.3315 -1.8441  0.010
H -4.6212 2.0942 -0.1471  -0.012
C -1.9078 2.1449 -2.0632  0.057
H -1.6205 3.3029 -0.2629  0.002
H -1.5339 4.2831 -1.7656  0.004
C -0.5382 1.4438 -2.0361  0.022
H -2.0616 2.3999 -3.1374  -0.010
H -3.5255 0.7794 -2.5403  -0.009
C -3.0938 0.1824 -0.6236  0.650
C -3.8747 4.5996 -0.0183  -0.003
C -4.1067 4.4973 -2.3742  -0.001
O -5.2066 4.3203 -2.8656  0.000
O -3.2827 4.5672 1.0503  0.001
O -4.8702 5.4586 -0.3109  0.000
O -3.2695 5.4602 -2.7958  0.000
C -3.8029 6.3904 -3.7455  0.000
H -3.0426 7.1733 -3.8287  0.000
H -4.7539 6.8200 -3.3929  0.000
H -3.9613 5.9100 -4.7294  0.000
C -5.1633 6.3904 0.7405  0.000
H -5.3969 5.8774 1.6893  0.000
H -6.0296 6.9496 0.3779  0.000
H -4.3118 7.0719 0.9043  0.000
O -0.2020 0.6507 -0.9581  0.070
H 0.2495 2.2005 -2.0332  0.015
H -0.4750 0.8760 -2.9794  0.009
C -2.7770 -1.1597 -1.1111  -0.039
C -2.8972 0.5201 0.7944  0.008
H -3.9137 0.3590 1.1800  0.037
H -2.6311 1.5585 1.0141  0.006
H -2.2436 -0.1396 1.3680  0.030
H -2.1904 -1.8138 -0.4440  0.023
H -2.3396 -1.2213 -2.1166  0.003
H -3.7875 -1.5894 -1.1657  0.052
Mn 1.1507 -0.1804 -0.2117  2.651
C 2.0393 -1.9892 -1.1624  -0.030
C 1.2127 -1.2835 -2.0940  0.088
C 1.8095 0.0126 -2.2991  0.105
H 0.3555 -1.7026 -2.6266  0.018
C 2.9792 0.1059 -1.4809  -0.074
C 3.1345 -1.1347 -0.8057  0.134
H 3.9824 -1.4382 -0.2066  0.023
H 1.9665 -3.0417 -0.8969  0.005
H 1.5228 0.7750 -3.0201  -0.046
H 3.6705 0.9458 -1.4900  -0.013
C 0.8048 -0.5298 1.9167  -0.027
C 2.2229 -0.5468 1.7133  0.068
C 2.6181 0.7224 1.1973  0.143
H 2.8718 -1.3651 1.9963  -0.025
C 1.4569 1.5336 1.0337  -0.113
C 0.3347 0.7885 1.5753  0.027
H -0.6482 1.1976 1.8233  -0.010
H 0.2205 -1.3097 2.4036  -0.001
H 3.6323 1.0610 1.0560  0.000
H 1.4226 2.5657 0.6788  0.003
C 5.5092 -4.4376 -0.6024  0.004
Si 4.8420 -4.2171 1.1425  -0.003
C 5.2348 -5.7637 2.1269  0.000
C 5.6550 -2.7215 1.9519  0.001
N 3.1329 -3.9567 1.0389  -0.003
C 2.0727 -4.0677 1.8075  0.007
C 0.7534 -4.1063 1.2295  -0.005
C -0.3806 -4.2173 2.0173  0.000
C -0.2670 -4.3216 3.4067  0.003
C 0.9964 -4.2956 4.0172  -0.003
C 2.1410 -4.1576 3.2515  0.000
H 6.5328 -4.8363 -0.5803  0.000
H 5.5216 -3.4946 -1.1593  0.000
H 4.8825 -5.1486 -1.1545  0.001
H 6.2920 -6.0511 2.0261  0.000
H 5.0163 -5.6426 3.1966  0.000
H 4.6280 -6.6052 1.7591  0.000
H 5.2652 -1.7687 1.5855  -0.001
H 5.5326 -2.7471 3.0390  0.000
H 6.7257 -2.7664 1.7294  0.000
H 0.6860 -4.0804 0.1358  0.001
H -1.3569 -4.2425 1.5300  0.000
H -1.1625 -4.4359 4.0161  0.000
H 1.0925 -4.3900 5.0955  0.000
H 3.1373 -4.1410 3.7105  0.000



Below is the molecule C32H44N4O2, with properties calculated with ωB97M-V/def2-TZVPD.

Output
Multiplicity: 1
F_max (eV Å⁻¹): 0.7
Electronic energy (eV): -43955.4492
HOMO-LUMO gap (eV): 8.8
SMILES string: COc1ccc(C[C@H]2CN3C(=NC[C@@H]3Cc3ccccc3)N2C[C@H](C)NC(=O)CCC2CCCCC2)cc1
HOMO level (eV): -8.0
ΔE to the lowest compared entry with this formula, charge and spin (eV): 0.086
LUMO energy (eV): 0.78

Last column: Mulliken charge in e.
CARTESIAN COORDINATES (ANGSTROEM)
C 0.4962 8.8093 1.8830  -0.840
O 1.4276 8.0992 1.1046  -0.458
C 1.6930 6.8024 1.4301  0.896
C 2.6184 6.1473 0.6176  -0.705
C 2.9549 4.8328 0.8611  -0.315
C 2.3859 4.1319 1.9189  0.256
C 2.7218 2.6910 2.1693  -0.918
C 1.5586 1.7660 1.7695  0.056
C 1.2967 1.7701 0.2468  -0.929
N 1.9247 0.5421 -0.1786  0.165
C 1.9485 -0.3229 0.9010  0.098
N 1.9895 -1.5776 0.6510  -0.732
C 1.9805 -1.6751 -0.8029  -0.891
C 1.5813 -0.2661 -1.3291  0.655
C 2.3317 0.1544 -2.5951  -1.094
C 1.9813 -0.7662 -3.7281  0.387
C 2.8736 -1.7324 -4.1722  -0.352
C 2.5230 -2.6048 -5.1880  -0.631
C 1.2706 -2.5252 -5.7711  -0.381
C 0.3734 -1.5636 -5.3378  -0.858
C 0.7283 -0.6906 -4.3259  -0.046
N 1.9041 0.3771 2.0556  0.438
C 1.6952 -0.2505 3.3274  -1.450
C 0.2051 -0.5332 3.6283  0.430
C 0.0609 -1.3762 4.8898  -1.655
N -0.4039 -1.2032 2.5020  -0.039
C -1.1243 -0.5292 1.5763  0.271
O -1.4538 0.6343 1.7126  -0.705
C -1.5423 -1.3777 0.3921  -0.234
C -2.7291 -2.2709 0.7652  -1.341
C -3.0585 -3.3129 -0.3095  1.031
C -3.4938 -2.6702 -1.6275  -0.744
C -3.8372 -3.7325 -2.6684  -0.811
C -4.9360 -4.6570 -2.1560  -0.690
C -4.5034 -5.3096 -0.8476  -0.691
C -4.1646 -4.2452 0.1914  -1.013
C 1.4703 4.7924 2.7245  -0.650
C 1.1209 6.1114 2.4920  -0.608
H 0.4393 9.8030 1.4413  0.239
H -0.4939 8.3428 1.8513  0.339
H 0.8242 8.8957 2.9242  0.335
H 3.0598 6.6946 -0.2003  0.419
H 3.6785 4.3449 0.2237  0.417
H 3.6057 2.3998 1.5999  0.362
H 2.9320 2.5379 3.2305  0.351
H 0.6528 2.0567 2.3111  0.403
H 1.7454 2.6384 -0.2408  0.503
H 0.2171 1.7642 0.0391  0.313
H 1.2916 -2.4585 -1.1262  0.153
H 2.9822 -1.9454 -1.1542  0.414
H 0.4959 -0.2183 -1.5225  -0.119
H 3.4043 0.1312 -2.3960  0.460
H 2.0478 1.1808 -2.8414  0.418
H 3.8539 -1.8008 -3.7223  0.360
H 3.2297 -3.3496 -5.5241  0.377
H 0.9951 -3.2072 -6.5620  0.388
H -0.6049 -1.4932 -5.7910  0.403
H 0.0268 0.0635 -3.9971  0.411
H 2.2390 -1.1984 3.2996  0.493
H 2.1143 0.3816 4.1150  0.352
H -0.3361 0.4123 3.7426  0.373
H -0.9893 -1.5649 5.0966  0.390
H 0.5692 -2.3298 4.7648  0.373
H 0.4964 -0.8587 5.7401  0.403
H 0.0181 -2.0797 2.2307  0.449
H -0.7011 -1.9960 0.0759  -0.135
H -1.8235 -0.7065 -0.4194  0.416
H -2.4983 -2.7934 1.6974  0.382
H -3.6041 -1.6431 0.9467  0.317
H -2.1591 -3.9116 -0.4974  0.288
H -2.6954 -2.0368 -2.0173  0.232
H -4.3683 -2.0404 -1.4477  0.265
H -2.9436 -4.3210 -2.8908  0.353
H -4.1572 -3.2502 -3.5947  0.355
H -5.8478 -4.0789 -1.9886  0.317
H -5.1574 -5.4237 -2.9015  0.342
H -3.6245 -5.9333 -1.0278  0.333
H -5.2996 -5.9548 -0.4699  0.362
H -3.8490 -4.7249 1.1210  0.387
H -5.0581 -3.6549 0.4083  0.330
H 1.0186 4.2716 3.5565  0.391
H 0.4048 6.5860 3.1442  0.387